Entry 1:
68
Properties=species:S:1:pos:R:3 method="wB97M-V/def2-TZVPD" e_above_lowest_kcal_mol=0.0 max_force_ev_per_a=1.27 charge=-2 orbital_gap_ev=3.07
C -1.38385 1.49743 1.88756
C -0.48066 0.73647 2.82452
Cl 0.51692 1.74452 3.90480
C -0.42256 -0.59196 2.83903
Cl 0.67145 -1.36645 3.97311
Ga -1.46870 -1.87815 1.59483
C -0.28538 -2.47807 0.02784
C 1.14948 -2.75531 0.49741
C 1.22571 -4.03278 1.28209
O 0.67342 -5.03538 0.95754
O 2.03277 -4.01805 2.41026
C -2.01137 -3.54017 2.70553
O -1.90308 -3.45231 3.96350
O -2.41743 -4.55374 2.08013
C -3.23769 -1.08511 0.80970
Br -3.60073 -2.12163 -0.86060
C -4.47206 -1.19106 1.72038
C -5.23627 -2.51231 1.68902
Br -4.01567 -0.73630 3.56974
H -1.28514 2.56082 2.08114
H -1.17056 1.30224 0.83998
H -2.41073 1.24923 2.14790
H -0.74485 -3.37066 -0.38919
H -0.29701 -1.69183 -0.73409
H 1.81729 -2.88514 -0.35658
H 1.52583 -1.90983 1.06896
H 1.42049 -3.89331 3.15513
H -3.19251 -0.06472 0.43957
H -5.17258 -0.41587 1.40617
H -5.80051 -2.58526 2.62053
H -5.95763 -2.50671 0.87602
H -4.56238 -3.36862 1.66955
C -2.71533 4.49264 -0.33636
O -2.66452 3.62712 0.51305
N -3.18335 4.29454 -1.58096
C -3.21479 5.34121 -2.57017
C -3.65266 2.96262 -1.92784
H -2.36255 5.52702 -0.16045
H -4.24056 5.51806 -2.90761
H -2.60194 5.06328 -3.43134
H -2.82141 6.26356 -2.14527
H -4.47388 2.66934 -1.27283
H -2.84562 2.24077 -1.80387
H -3.98985 2.95674 -2.96190
C 0.49378 3.16223 -0.94547
O -0.06336 3.00969 -2.02191
N 1.73851 2.74710 -0.66657
C 2.35295 2.98394 0.62651
C 2.48434 2.04123 -1.69143
H 0.00994 3.67205 -0.09840
H 3.25638 3.58804 0.49972
H 2.61611 2.03784 1.10098
H 1.65796 3.51230 1.27517
H 2.59731 2.67176 -2.57631
H 1.95412 1.13489 -1.98442
H 3.46436 1.77439 -1.30375
C 4.29421 -2.50239 -1.22648
O 3.77259 -1.59339 -0.62743
N 5.43587 -2.39109 -1.95429
C 6.01423 -3.51659 -2.65051
C 6.08211 -1.09579 -2.02460
H 3.87291 -3.52368 -1.22950
H 7.02448 -3.71750 -2.28264
H 6.06630 -3.31777 -3.72480
H 5.40201 -4.40127 -2.48890
H 6.35494 -0.75489 -1.02459
H 5.40358 -0.35813 -2.45650
H 6.97681 -1.16991 -2.63977

Entry 2:
68
Properties=species:S:1:pos:R:3 method="wB97M-V/def2-TZVPD" max_force_ev_per_a=4.80 orbital_gap_ev="3.08 / 7.47" multiplicity=4 s_squared=3.76
Ti 1.37120 0.10117 0.93686
C 2.56015 -0.75623 3.47621
O 1.20807 -0.67938 3.08872
O 3.30612 -0.19665 2.40490
C 2.76479 -0.07790 4.87599
F 2.28643 -0.85282 5.88504
F 4.07490 0.15333 5.12621
F 2.06324 1.06438 5.08906
C 0.21427 -1.31281 3.89114
C -1.07175 -1.07626 3.16909
H -0.97288 -1.40737 2.13531
H -1.93386 -1.54398 3.64459
H -1.32909 -0.01712 3.15950
H 0.15109 -0.78663 4.84362
H 0.35257 -2.39138 3.96640
H 2.74657 -1.82933 3.51869
O 1.91325 0.95917 -1.09334
C 1.46381 1.64824 -2.03481
O 1.47998 1.40162 -3.29901
C 2.14960 0.24813 -3.81641
C 1.49745 -0.21706 -5.14709
C 0.94952 3.01863 -1.70491
H 2.09881 -0.50426 -3.02937
H 3.20029 0.51461 -3.93111
H 1.78472 0.44318 -5.96541
H 0.41741 -0.12259 -5.03448
H 1.86255 -1.17831 -5.50872
H 0.43732 3.17239 -0.75511
H 0.30954 3.34777 -2.52355
H 1.73331 3.77081 -1.61546
O 1.15233 -1.75306 -0.46728
C 1.44634 -2.94402 -0.76147
O 0.74196 -3.80155 -1.51538
C -0.35954 -3.32449 -2.21261
C -0.87691 -4.44604 -3.09355
C 2.73561 -3.52514 -0.21070
H -0.05288 -2.48817 -2.84080
H -1.10021 -2.89530 -1.53784
H -1.31350 -5.22327 -2.46634
H -0.13322 -4.70387 -3.84755
H -1.70926 -4.11272 -3.71338
H 3.38005 -2.78302 0.26053
H 3.23668 -4.06026 -1.01734
H 2.39390 -4.19537 0.57804
O 0.42002 2.19079 1.78700
C -0.16218 2.80707 2.68460
O -1.47729 2.67650 2.97935
C -2.45077 2.25642 2.01340
C -3.44315 3.41514 1.87100
C 0.59750 3.45700 3.80480
H -2.92899 1.37548 2.44160
H -2.07133 2.02952 1.01708
H -4.31477 3.08243 1.30737
H -2.99502 4.25283 1.33663
H -3.78791 3.78435 2.83688
H 0.49570 2.80974 4.67589
H 0.18100 4.43856 4.03096
H 1.64441 3.60600 3.54045
C -3.60584 0.92286 -2.87828
C -2.73935 -0.10604 -3.53726
O -1.59537 -0.19878 -2.76451
C -1.95094 0.15648 -1.50906
O -1.23527 -0.07792 -0.51469
O -3.18488 0.70619 -1.54036
H -4.63559 0.60228 -3.03616
H -3.50796 1.94986 -3.23011
H -2.55908 0.24280 -4.55408
H -3.32370 -1.01664 -3.66938

Entry 3:
58
Properties=species:S:1:pos:R:3 method="wB97M-V/def2-TZVPD" e_above_lowest_kcal_mol=0.0 max_force_ev_per_a=2.24 smiles="COCCCCCCCCCCC[C@@H]1C(=O)O[C@H](N=C(C)C)[C@H]1I" orbital_gap_ev=9.09
C 5.04509 1.77252 2.63223
O 4.61146 2.75243 1.71360
C 5.32823 2.83740 0.49693
C 4.70809 2.01159 -0.62468
C 5.13195 0.52853 -0.61913
C 3.99011 -0.48581 -0.74108
C 3.02313 -0.23712 -1.90473
C 1.64794 -0.88803 -1.70444
C 1.68642 -2.36705 -1.25485
C 1.03919 -2.64686 0.12041
C -0.23171 -3.51076 0.03552
C -1.47457 -2.66714 -0.24784
C -2.00049 -1.95525 1.00503
C -3.45263 -1.47593 0.92919
C -4.08539 -1.11770 -0.40118
O -3.63084 -1.07490 -1.50143
O -5.34912 -0.67478 -0.10060
C -5.24287 0.10308 1.11677
N -5.72530 1.43437 0.93789
C -5.44201 2.16584 -0.06408
C -4.03931 2.40880 -0.59133
C -6.52980 2.92217 -0.76438
C -3.78418 -0.13466 1.60476
I -3.57032 -0.06859 3.69700
H 6.04893 1.40577 2.40021
H 5.05508 2.20247 3.63491
H 4.36181 0.91652 2.63827
H 5.31677 3.89155 0.21082
H 6.38006 2.55526 0.63261
H 5.05575 2.46335 -1.55904
H 3.62414 2.12927 -0.60070
H 5.63087 0.33317 0.33399
H 5.87222 0.33508 -1.39783
H 3.42350 -0.54202 0.19446
H 4.44345 -1.46815 -0.89476
H 2.86089 0.83429 -2.03606
H 3.44806 -0.61022 -2.84135
H 1.12266 -0.84447 -2.66109
H 1.06732 -0.30544 -0.98463
H 1.14757 -2.96128 -1.99589
H 2.70762 -2.74798 -1.24095
H 1.74784 -3.12909 0.79638
H 0.76685 -1.69319 0.58212
H -0.35384 -4.13888 0.92126
H -0.10566 -4.18901 -0.81386
H -1.19410 -1.90434 -0.97890
H -2.27393 -3.24631 -0.71284
H -1.93825 -2.65003 1.84584
H -1.35592 -1.10966 1.26260
H -4.07581 -2.20552 1.45600
H -5.90474 -0.36747 1.84640
H -4.04652 3.20137 -1.33901
H -3.41730 2.74532 0.23755
H -3.60137 1.52460 -1.05981
H -6.40131 4.00156 -0.63149
H -6.46923 2.69885 -1.83027
H -7.49550 2.65010 -0.34924
H -3.10092 0.59237 1.16469

Entry 4:
62
Properties=species:S:1:pos:R:3 method="wB97M-V/def2-TZVPD" e_above_lowest_kcal_mol=0.0 max_force_ev_per_a=3.46 charge=+2 orbital_gap_ev="7.48 / 5.09" multiplicity=2 s_squared=0.78
La 0.38157 -0.18568 0.17041
P 0.37192 2.85638 0.35682
P 2.27451 -2.97995 0.40573
N -1.33445 0.57882 -0.97366
N -0.85705 -2.10641 -0.67784
H -3.29476 -0.03151 -1.86201
H -2.90878 -2.38963 -0.86562
H -3.05379 -0.24609 -0.14096
C -2.52468 -0.26555 -1.09945
H -2.10561 -1.96679 -2.37851
C -2.13738 -1.74574 -1.30072
H -2.09492 2.02911 -2.37866
H -1.08774 -4.14734 -1.01775
C -1.17124 1.72581 -1.84678
C -0.41100 -3.36737 -0.62719
H -1.36168 3.73166 -0.99800
C -0.55932 3.02272 -1.27355
H 0.10296 3.53467 -1.99758
H 2.34024 -2.00963 -0.64307
H 1.69360 -2.31596 1.51622
H 1.51520 3.65061 -0.10555
H -0.26687 3.96515 0.96548
O 1.61434 0.47262 -1.72814
C 1.43736 0.43076 -3.00585
C 1.82816 1.64398 -3.76267
C 0.84746 -0.72444 -3.68619
H -0.48996 1.24833 -2.50812
H 1.57523 2.59253 -3.23913
H 2.92853 1.49032 -3.74860
H 1.43309 1.70501 -4.79249
H 0.11029 -1.27564 -3.07662
H 0.26863 -0.41080 -4.56794
H 1.68575 -1.37587 -4.00077
C 0.82888 -3.86414 -0.17595
H 0.89334 -4.96304 -0.17983
C 2.10404 1.34633 7.89031
C 0.62639 1.11777 8.16829
N -0.06938 0.34702 7.12725
C 0.06920 -1.12330 7.25098
C -0.75581 -1.64608 8.41941
C -0.23581 0.98541 5.91756
O 0.07852 2.16611 5.75578
C -0.86021 0.18698 4.80009
C -2.02348 -0.58883 4.97607
C -2.44786 -1.35966 3.88650
C -1.76839 -1.27217 2.65804
N -0.70798 -0.43790 2.47591
C -0.28752 0.32357 3.53298
H 2.62338 0.39202 7.70641
H 2.55135 1.84922 8.75858
H 2.20476 2.00119 7.01386
H 0.49272 0.55172 9.09230
H 0.11742 2.08699 8.24994
H -0.25958 -1.60930 6.32184
H 1.13784 -1.35607 7.41542
H -1.80016 -1.31629 8.33059
H -0.73836 -2.74269 8.39417
H -0.35461 -1.30197 9.38212
H -2.53666 -0.60676 5.94933
H -3.34027 -1.98432 3.95157
H -2.02988 -1.93218 1.81438
H 0.54706 1.01948 3.35123